(1)
Density functional theory data (ωB97M-V/def2-TZVPD) for a 9-piece molecular cluster, C38H100N6O13 overall in a non-equilibrium geometry.

* LUMO energy: 0.498 eV
* SMILES: COC[C@H](C)N.COC[C@H](C)N.COCCNCCOC.COCCNCCOC.COCCNCCOC.COCCNCCOC.CCO.CCO.CCO
* highest occupied orbital energy: -8.33 eV
* strongest force on any atom: 0.0534 hartree/bohr
* orbital gap: 0.32454 Eh
* energy above the lowest of the compared OMol25 structures with the same formula, charge and spin: 1116.32 kJ/mol

The geometry in XYZ format:
```
157
Properties=species:S:1:pos:R:3:forces:R:3:lowdin_charge:R:1
C 8.844514 -5.013733 2.393026 1.2637 0.3523 0.5949 -0.09
O 9.855789 -5.400663 3.349786 0.4172 0.2545 0.3130 -0.21
C 11.223324 -5.639433 2.932958 -0.1597 -0.1657 0.1048 -0.18
C 12.159168 -5.979631 4.125548 -1.0254 0.3949 0.0895 -0.43
C 12.041126 -4.998916 5.303615 -0.1124 0.2414 -0.0687 -0.07
N 13.599845 -6.031152 3.741690 -1.1784 0.4690 0.1550 0.03
H 9.145224 -4.107735 1.866866 0.4165 -0.2323 -0.6125 0.08
H 7.973980 -4.633469 2.927521 -0.0242 -0.6785 0.4197 0.08
H 8.590995 -5.848564 1.739658 -0.0429 0.1500 -0.1712 0.08
H 11.223339 -6.488218 2.249098 0.0622 -0.1548 -0.2337 0.11
H 11.718520 -4.810980 2.426474 -0.4577 0.5079 -0.1961 0.12
H 11.883416 -6.971321 4.484148 -0.3905 -0.0977 0.1705 0.12
H 12.296982 -3.965524 5.069626 0.6282 -0.1217 -0.4612 0.08
H 12.716567 -5.368417 6.075201 -0.0397 0.2369 0.2394 0.07
H 11.053487 -4.835135 5.734738 -0.2082 -0.8541 -0.1227 0.07
H 13.742631 -6.735087 3.031648 0.0477 -0.2159 -0.0934 0.06
H 13.981317 -6.390367 4.605147 0.8017 -0.0869 -0.1275 0.06
C 1.006258 0.235024 -0.299142 -1.3441 0.2535 -1.4715 -0.09
O -0.147447 1.084708 -0.562273 0.3672 -0.2267 1.0925 -0.21
C -1.195630 0.876010 0.408385 -0.3610 -0.0824 -1.3683 -0.19
C -2.514980 1.622196 -0.031842 -0.1867 -0.2211 2.4130 -0.43
C -3.578648 1.574142 1.129116 2.1286 0.6658 0.0249 -0.06
N -3.139321 1.030493 -1.172863 0.6037 -0.5946 -1.0052 0.03
H 1.732353 0.504819 -1.066030 0.2005 0.2282 0.3599 0.08
H 0.701731 -0.778205 -0.561294 0.0590 -0.3416 0.3786 0.08
H 1.415629 0.267278 0.710532 -0.1530 0.3193 0.0616 0.08
H -1.434598 -0.187301 0.427633 -0.1955 -0.3043 -0.1021 0.11
H -0.802245 1.090766 1.401976 -0.2889 0.6538 0.1883 0.11
H -2.312624 2.673632 -0.235909 0.4192 0.2165 0.2939 0.13
H -4.431938 2.172749 0.810247 -0.3419 -0.6018 0.1881 0.07
H -3.140364 2.078648 1.990197 -0.0350 0.3749 0.0666 0.07
H -3.724203 0.570221 1.527958 -0.6647 -0.1190 -0.6562 0.08
H -2.652882 1.409310 -1.972866 -0.2159 -0.3294 -0.4989 0.07
H -4.114701 1.282657 -1.244522 0.0028 0.1056 0.0308 0.07
C 1.747748 12.334501 -6.125177 0.2136 1.0596 0.6362 -0.08
O 2.236793 12.990919 -4.908560 -0.4346 -1.0676 -1.4659 -0.21
C 3.639991 12.752770 -4.797554 -0.7880 1.4226 0.4988 -0.22
C 4.131207 13.128254 -3.381563 1.3951 -1.5497 -1.1750 -0.20
N 4.071139 11.952218 -2.546413 -1.8787 0.8467 1.6135 -0.07
C 2.647877 11.735721 -2.147368 0.9685 -2.2768 0.0494 -0.17
C 2.697466 10.321939 -1.494907 -0.9774 0.0687 0.0197 -0.24
O 3.024005 9.422893 -2.519684 1.2512 -1.7911 -1.5609 -0.24
C 3.566602 8.107126 -2.125585 -0.6707 2.2568 0.8889 -0.05
H 2.239953 12.811036 -6.972964 -0.1685 0.1134 -0.2331 0.08
H 0.665418 12.446818 -6.188783 0.1379 0.2864 0.1311 0.08
H 1.955798 11.268248 -6.214145 0.2874 -0.1763 0.6006 0.08
H 4.203447 13.354987 -5.510269 -0.1014 0.1046 -0.4908 0.11
H 3.773006 11.698504 -5.040294 0.6068 -0.1729 0.3174 0.11
H 3.689557 14.000044 -2.898842 -0.2265 -0.0971 -0.3401 0.13
H 5.207746 13.272652 -3.472755 0.1271 0.7280 -0.2301 0.11
H 4.304038 11.151597 -3.116387 0.1065 -0.1421 0.0823 0.09
H 2.016952 11.683251 -3.034655 -0.1956 -0.1666 -0.0089 0.10
H 2.191974 12.503669 -1.522465 0.6214 0.0501 0.3310 0.12
H 1.736518 9.954143 -1.135147 -0.3688 0.5165 0.5118 0.11
H 3.421067 10.262992 -0.681864 0.2008 0.2723 0.0936 0.11
H 2.861529 7.687039 -1.408300 -0.0696 -0.4757 -0.1459 0.08
H 4.486004 8.309928 -1.576346 0.2711 -0.2326 -0.0613 0.08
H 3.757746 7.454039 -2.977081 -0.3081 0.4223 -0.0622 0.08
C 4.569779 -9.811128 -2.751093 -1.0347 -0.6941 0.5619 -0.11
O 4.503066 -9.310713 -4.092794 0.6938 -0.0934 1.8576 -0.18
C 4.040104 -7.965992 -4.131107 -0.3314 0.0211 -1.9928 -0.22
C 4.371163 -7.499084 -5.568106 1.7913 -1.0550 1.2088 -0.17
N 5.841265 -7.316926 -5.713055 -0.8652 1.3941 -0.1518 -0.08
C 6.191777 -6.841281 -7.039369 0.5512 1.4484 0.8179 -0.20
C 6.558392 -5.312322 -6.973530 0.4759 -0.1437 -0.3734 -0.22
O 5.518198 -4.351658 -7.094663 -0.7664 -0.2882 0.3460 -0.21
C 5.802653 -3.037550 -6.553107 -0.5406 -1.4250 -1.1974 -0.08
H 5.128975 -10.721339 -2.534492 0.7763 0.0139 -1.2877 0.08
H 3.591258 -10.181442 -2.445389 -0.5622 0.4898 0.0498 0.08
H 4.915115 -9.133293 -1.970460 0.0177 0.6681 -0.4128 0.08
H 4.429516 -7.308448 -3.353869 0.6671 -0.1408 -0.0476 0.12
H 2.959242 -7.853844 -4.045939 -0.4062 -0.6486 0.2474 0.11
H 3.763318 -6.621393 -5.787880 0.5677 0.2340 -0.2740 0.12
H 4.212079 -8.303449 -6.286277 -1.3193 -0.1368 0.1387 0.11
H 6.443242 -8.057095 -5.381589 -0.7193 -0.2912 -0.0712 0.11
H 5.444964 -7.047774 -7.806001 -0.2776 0.0223 0.0009 0.11
H 7.106072 -7.341111 -7.359267 0.1178 0.0640 -0.0886 0.11
H 7.301107 -5.141400 -7.752800 0.1491 0.2319 -0.3762 0.10
H 7.081721 -5.170135 -6.028005 -0.0098 -0.0554 0.2364 0.10
H 6.254343 -3.189598 -5.572818 0.3273 0.6267 -0.1118 0.09
H 4.867313 -2.480367 -6.500468 -0.2181 -0.3969 0.3952 0.08
H 6.336535 -2.497143 -7.334797 0.9149 0.1551 0.5256 0.08
C -10.534119 6.819886 4.106418 0.1191 0.3726 1.2563 -0.14
O -11.548888 6.946492 3.186652 -0.9147 -1.5568 -0.9385 -0.20
C -11.121971 6.962986 1.844718 -1.7244 0.6786 -0.7805 -0.19
C -12.329170 6.530075 0.882403 0.6742 1.8718 0.8964 -0.22
N -12.566745 5.120073 0.902573 -1.5070 -1.3093 -1.2347 -0.07
C -13.921426 4.708300 0.255032 2.0050 -0.8580 0.3670 -0.14
C -14.323108 3.333098 0.894016 -0.4260 -0.1302 -1.4136 -0.19
O -15.586520 2.829911 0.367274 0.7520 1.8509 0.3641 -0.21
C -15.725024 1.427475 0.374213 -0.0148 0.9521 1.0110 -0.12
H -10.197235 7.817987 4.386428 0.3740 0.1348 0.2281 0.09
H -9.667457 6.237516 3.793630 -0.0687 -0.2071 -0.2581 0.09
H -11.003182 6.354108 4.973093 0.3649 -0.0177 0.2374 0.09
H -10.242184 6.358435 1.624284 -0.0756 -0.5141 0.2591 0.11
H -10.800515 7.999899 1.746850 -0.0953 0.2425 -1.1481 0.12
H -12.151716 7.023539 -0.073162 0.6592 -0.9121 -0.6387 0.11
H -13.285391 7.013129 1.083405 0.0043 0.6842 1.0980 0.10
H -12.597127 4.831762 1.870072 -0.0642 0.0429 0.2211 0.09
H -13.725688 4.589529 -0.810654 0.1607 -0.3705 -0.0382 0.10
H -14.686091 5.484849 0.236276 -0.2263 0.0575 0.9585 0.11
H -14.243682 3.409960 1.978391 -0.8242 0.0895 0.3373 0.11
H -13.602265 2.550063 0.658722 0.5633 0.2736 -0.3279 0.11
H -15.571203 1.124866 1.410008 0.2043 -0.7155 0.0109 0.08
H -15.003253 0.980482 -0.309414 -0.1829 -0.3830 -0.0550 0.09
H -16.777277 1.248447 0.153235 0.2485 -0.2936 -0.4187 0.09
C -2.087054 -6.554443 3.755325 -0.2682 -0.6449 0.3743 -0.10
O -1.083246 -6.703107 4.755238 -0.3370 -0.5139 0.3433 -0.17
C 0.120770 -7.245910 4.286365 1.4792 0.2931 -1.1037 -0.26
C 1.262280 -7.705226 5.208707 -1.9202 0.5354 1.2848 -0.18
N 0.988177 -8.863999 6.115821 -0.1381 0.5574 -1.5147 -0.05
C 1.993408 -9.228852 7.084212 0.3843 0.1523 -0.2419 -0.23
C 2.155236 -8.212423 8.267256 0.9734 0.1418 -2.2991 -0.16
O 2.570035 -6.876548 7.852111 1.0309 -0.1526 -0.5067 -0.24
C 3.923385 -6.701442 7.306755 -0.9903 -1.0895 0.6230 -0.08
H -2.601928 -7.500280 3.586841 0.2619 -0.4036 -0.2295 0.08
H -1.707757 -6.193149 2.799453 0.1703 0.2108 0.0616 0.09
H -2.898463 -5.926726 4.123707 0.4662 0.4482 0.1639 0.08
H 0.681999 -6.436094 3.820179 -0.1028 0.6115 -0.4332 0.11
H 0.114773 -7.962872 3.465377 -1.3164 -0.5181 0.0101 0.12
H 1.444305 -6.806360 5.797766 0.7644 -0.0522 0.1091 0.10
H 1.985564 -7.824614 4.402026 0.7403 -0.6563 0.7473 0.12
H 0.135074 -8.633186 6.604728 -0.2221 -0.0569 -0.0248 0.10
H 2.894659 -9.540232 6.556101 0.6697 1.1388 -0.2345 0.10
H 1.812634 -10.261090 7.384059 -0.8724 0.1155 1.0664 0.11
H 2.913642 -8.632249 8.928061 -0.4470 0.0875 0.7550 0.11
H 1.142275 -8.000685 8.609565 0.2932 -0.3807 0.8024 0.12
H 4.622336 -6.388158 8.082264 -0.1598 0.2097 0.1469 0.08
H 3.932985 -5.991571 6.479651 -0.3827 0.1104 0.2028 0.08
H 4.306982 -7.644652 6.917753 -0.0744 -0.1424 -0.1049 0.07
C -1.249838 -1.322025 -8.826480 2.0829 0.1193 0.5988 -0.13
C -2.444514 -0.842213 -8.091191 -1.0777 -1.8980 -0.7855 -0.27
O -3.064665 -2.094569 -7.509631 0.2180 2.2882 -0.5610 -0.10
H -1.085511 -0.716815 -9.718011 0.2909 -0.0424 0.0135 0.07
H -1.327558 -2.372910 -9.105249 -0.2726 0.1707 -0.0415 0.08
H -0.402590 -1.228327 -8.147156 0.5429 -0.2089 -0.3576 0.07
H -2.951632 -0.445761 -8.970814 -1.7812 -0.0843 0.8094 0.10
H -2.300328 -0.022267 -7.387644 0.0607 -0.3922 0.2342 0.11
H -2.930565 -2.051770 -6.560018 -0.0646 0.0475 0.0950 0.06
C 3.079135 5.266517 7.925500 -0.3551 -1.1302 0.6883 -0.09
C 2.808736 5.218691 6.456477 0.1006 0.8510 -1.8958 -0.34
O 1.483402 4.911590 6.042041 -0.9085 -0.2975 1.0832 -0.08
H 2.396616 5.778592 8.603765 -0.2493 0.2992 -0.5385 0.08
H 4.083307 5.638423 8.129029 0.0174 -0.0266 -0.2067 0.08
H 3.039876 4.214740 8.208930 0.1755 -0.0398 0.5856 0.07
H 3.472998 4.473072 6.019555 0.2967 0.0278 0.0282 0.11
H 3.011141 6.169512 5.963462 0.5139 0.2565 0.1578 0.10
H 1.447472 4.457610 5.196937 0.4082 0.0601 0.0964 0.08
C -9.762439 -1.145833 -1.429149 0.7500 0.7315 -0.2508 -0.09
C -10.192622 -0.176920 -2.623447 0.6740 0.0148 2.6605 -0.25
O -9.766421 1.166991 -2.299742 0.4681 -0.4001 -0.6666 -0.11
H -8.717001 -1.096680 -1.124614 0.7552 0.3835 -1.2376 0.06
H -9.874558 -2.218057 -1.589955 -0.7896 0.1185 -0.0028 0.06
H -10.059402 -0.791896 -0.441912 -1.4689 -0.2073 -0.1419 0.06
H -11.279206 -0.124446 -2.691829 -0.0016 -0.5845 -0.4027 0.10
H -9.700338 -0.482322 -3.546743 -0.2249 0.2129 0.0340 0.10
H -10.345720 1.568473 -1.647961 -0.1594 -0.2498 0.0168 0.07
```
Positions in Å, forces in eV/Å.

(2)
Density functional theory data (ωB97M-V/def2-TZVPD) for C28H30N6PdSeSi as an isolated structure.

* LUMO energy: -1.523 eV
* highest occupied orbital energy: -7.11 eV
* strongest force on any atom: 0.0120 hartree/bohr
* orbital gap: 0.20528 Eh
* energy above the lowest of the compared OMol25 structures with the same formula, charge and spin: 169.21 kJ/mol

The geometry in XYZ format:
```
67
Properties=species:S:1:pos:R:3:forces:R:3:nbo_charge:R:1
Pd -0.023974 0.049620 -0.394932 -0.3368 -0.3889 0.3449 0.80
C -2.144235 3.301530 -2.174052 -0.0352 0.0491 -0.0362 -0.64
C -2.887984 2.074027 -1.720072 0.1028 0.0727 -0.0519 0.25
C -4.252630 2.102626 -1.493143 0.0094 -0.0741 -0.0096 -0.34
C -4.845007 0.923163 -1.048907 -0.0710 0.0667 -0.0266 -0.14
C -4.091171 -0.206379 -0.851775 0.0385 -0.2515 -0.0158 -0.34
C -2.692072 -0.176080 -1.082669 -0.1408 0.3478 -0.1485 0.40
N -2.141244 0.986736 -1.529125 -0.0816 0.0604 0.1330 -0.57
N -1.824870 -1.178517 -0.862456 0.2619 0.3561 0.0306 -1.14
Si -2.078737 -2.753833 -0.253280 0.0372 -0.0486 0.0835 1.81
C -2.464250 -2.726456 1.598299 -0.0331 0.0486 -0.0465 -1.13
C -0.472776 -3.705127 -0.498363 0.0523 0.0677 -0.1357 -1.13
C -3.454415 -3.689665 -1.117392 0.0478 -0.0657 0.0044 -1.13
H -2.760114 3.924627 -2.822306 -0.0151 -0.0014 0.0113 0.22
H -1.242928 3.014968 -2.715126 0.0030 -0.0098 -0.0058 0.22
H -1.848601 3.913005 -1.317695 0.0132 -0.0204 0.0253 0.22
H -4.824854 3.004322 -1.655958 -0.0124 0.0189 -0.0049 0.21
H -5.910482 0.891146 -0.852592 -0.0021 0.0028 0.0030 0.21
H -4.560407 -1.114565 -0.503314 0.0042 -0.0285 0.0347 0.21
H -1.899595 -1.938728 2.107231 0.0269 0.0109 0.0023 0.21
H -2.220391 -3.675659 2.078394 -0.0192 -0.0650 0.0084 0.23
H -3.523346 -2.529552 1.775026 -0.0280 0.0474 0.0385 0.24
H -0.082592 -4.150255 0.417471 0.0050 -0.0153 0.0917 0.22
H 0.287060 -3.042833 -0.921544 0.0032 -0.0153 0.0068 0.24
H -0.614407 -4.517613 -1.212981 0.0026 -0.0364 -0.0173 0.24
H -4.409371 -3.168332 -1.092898 -0.0557 0.0123 0.0122 0.23
H -3.597573 -4.664563 -0.645590 0.0017 -0.0444 0.0058 0.23
H -3.198170 -3.861892 -2.164152 0.0127 0.0118 -0.0314 0.24
Se -1.275231 1.030451 3.118280 0.0351 0.0395 -0.0179 1.01
N -0.872853 1.314733 1.413143 0.1769 -0.0744 -0.2007 -0.69
C 0.142530 2.162988 1.387373 0.1029 0.1462 -0.1041 0.09
C 0.778496 2.637946 0.184167 -0.1016 0.0799 0.1273 -0.26
C 1.876838 3.420309 0.312524 0.0615 0.1129 0.1821 -0.16
C 2.387657 3.824636 1.600597 -0.0827 -0.0735 -0.2329 -0.21
C 1.787171 3.447061 2.749230 -0.1635 -0.1406 0.0334 -0.20
C 0.643176 2.580125 2.673627 0.0043 0.0334 0.1725 0.17
N 0.001390 2.091751 3.718960 0.0192 0.0933 0.0591 -0.61
H 0.332058 2.446555 -0.789238 0.0364 -0.0944 0.0950 0.25
H 2.366469 3.796450 -0.576155 0.0146 -0.0013 -0.0092 0.22
H 3.262352 4.459915 1.629703 0.0127 0.0200 0.0045 0.22
H 2.148599 3.749356 3.721145 0.0037 0.0129 0.0284 0.23
N 1.176716 -1.313447 1.353841 0.0508 0.0193 -0.0357 -0.87
C 2.001627 -0.711157 2.341144 -0.0895 -0.0105 0.0281 0.23
C 1.717278 -0.879739 3.692021 0.0250 0.0036 -0.0320 -0.28
C 2.477517 -0.231047 4.652280 0.0216 -0.0009 -0.0258 -0.18
C 3.547257 0.566972 4.274541 -0.0311 -0.0361 0.0304 -0.24
C 3.838583 0.721443 2.926569 0.0096 0.0361 0.0002 -0.18
C 3.059528 0.107642 1.959965 0.0444 -0.0106 0.0085 -0.29
H 0.450770 -1.883471 1.772061 -0.0390 0.0173 -0.0586 0.39
H 1.679606 -1.896071 0.696038 0.0619 0.0043 0.0465 0.40
H 0.897340 -1.523941 3.988395 -0.0208 -0.0039 0.0069 0.21
H 2.235593 -0.360493 5.698543 0.0076 0.0051 0.0228 0.22
H 4.147427 1.063368 5.024289 0.0193 0.0134 0.0111 0.22
H 4.666857 1.347326 2.623108 0.0229 0.0209 -0.0234 0.22
H 3.261446 0.274246 0.908675 -0.0001 -0.0021 -0.0111 0.22
N 3.993566 -1.308746 -6.280486 0.0469 0.0011 -0.0609 -0.32
C 3.347116 -1.123318 -5.348964 -0.0965 0.0082 0.0876 0.28
C 2.540673 -0.897494 -4.178307 0.1226 -0.0355 -0.1104 -0.21
C 3.085176 -1.122844 -2.919463 -0.0173 0.0018 0.0892 -0.15
C 2.311921 -0.909660 -1.786698 0.0460 0.0388 -0.1030 -0.32
C 1.000326 -0.460344 -1.909668 -0.1393 -0.2861 -0.2848 0.04
C 0.449580 -0.255765 -3.176003 0.1021 -0.0841 -0.0205 -0.28
C 1.222249 -0.465273 -4.305530 -0.0985 0.0353 0.0176 -0.15
H 4.106868 -1.467484 -2.829643 0.0041 0.0048 -0.0023 0.22
H 2.762596 -1.081831 -0.817972 0.0041 0.0076 -0.0042 0.20
H -0.579531 0.065410 -3.258781 0.0119 -0.0020 -0.0053 0.25
H 0.802401 -0.302280 -5.289413 0.0205 -0.0075 -0.0148 0.23
```
Positions in Å, forces in eV/Å.

Question: Which value of strongest force on any atom does entry 1 give?
Answer: 0.0534 hartree/bohr

Question: Look up the LUMO energy of the second one.
Answer: -1.523 eV

Question: The lowest energy above the lowest of the compared OMol25 structures with the same formula, charge and spin belongs to which entry?
Answer: C28H30N6PdSeSi

Question: The lowest highest occupied orbital energy belongs to which entry?
Answer: C38H100N6O13